[1]
Computed, not measured: a molecular structure, C15H23N3OS2 in a non-equilibrium geometry, with ωB97M-V/def2-TZVPD.

```
44
Properties=species:S:1:pos:R:3:lowdin_charge:R:1
C -7.14235 -0.29453 -0.17351 -0.242
H -7.76670 -0.16342 -1.05490 0.024
H -7.54533 -0.41453 0.65005 -0.070
H -6.51445 0.55699 -0.19647 0.012
S -6.17241 -1.91331 -0.88969 0.732
C -5.16936 -2.01344 0.77713 -0.474
C -3.80580 -1.49057 0.67529 -0.242
H -3.29818 -1.80910 -0.49747 0.185
H -3.15279 -1.59614 1.28057 -0.025
C -3.69289 0.10178 0.31578 -0.211
N -2.45077 0.85103 0.15799 -0.047
C -2.27813 2.00285 -0.40602 -1.041
N -0.87421 2.18133 -0.48459 0.003
C 0.32943 1.77627 -0.10943 -0.287
C 0.49669 0.33933 -0.62047 0.039
C 1.65273 -0.29200 -0.14208 -0.044
C 2.83382 0.26562 0.35742 -0.367
C 2.55209 1.72183 0.71300 0.005
C 1.48368 2.49748 0.34204 -0.038
H 1.22142 3.47761 0.78608 0.116
H 3.33223 2.34404 1.00115 0.068
N 3.88561 -0.08504 0.77374 -0.102
C 4.18155 -1.49365 0.50855 -0.065
H 3.19743 -2.08904 0.83656 0.152
C 4.71340 -1.76743 -1.19161 -0.065
O 6.01232 -1.23556 -1.20051 -0.053
C 5.77857 -0.04986 -1.04942 -0.415
C 5.29406 0.66396 0.32235 0.051
H 5.05807 1.54457 0.53383 -0.003
H 6.02167 0.13725 1.17355 0.176
H 6.76112 0.68450 -1.28069 0.172
H 5.02348 0.48478 -1.92586 0.185
H 4.96965 -2.96154 -1.02525 0.173
H 3.94940 -1.77770 -1.73060 0.021
H 4.90519 -1.98856 1.19050 0.108
H 1.86902 -1.08667 -0.53461 -0.007
H -0.24946 -0.19254 -1.15810 0.092
H -0.83150 3.37353 -0.29893 0.203
S -3.42350 2.96050 -0.73840 0.767
H -1.76953 0.33041 0.75847 0.166
H -4.12821 0.55469 1.35058 0.153
H -4.43871 0.48805 -0.33081 0.029
H -5.71054 -1.48456 1.59412 0.085
H -5.10780 -3.13920 0.94063 0.085
```

The orbital gap comes out at 7.09 eV. As for the relative energy (zero: lowest compared OMol25 entry of this formula, charge and spin): 410.1 kcal per mole. The value obtained for the LUMO energy is 0.0224 Ha.


[2]
Computed, not measured: C4H2O2 in the gas phase, with ωB97M-V/def2-TZVPD.

```
8
Properties=species:S:1:pos:R:3:lowdin_charge:R:1
O -0.59973 -1.63384 -0.73336 0.068
C 0.20555 -1.26704 0.08525 -0.233
C 0.94127 0.51809 1.56959 0.326
C 0.32108 0.18589 0.46635 -0.295
C -0.40896 1.16610 -0.43011 -0.210
O -0.28488 2.35951 -0.39815 0.081
H 0.89860 -1.96616 0.57783 0.131
H -1.07294 0.63744 -1.13741 0.132
```

The orbital gap comes out at 9.02 eV. As for the relative energy (zero: lowest compared OMol25 entry of this formula, charge and spin): 49.9 kcal per mole. The value obtained for the LUMO energy is -0.0613 Ha.


[3]
Computed, not measured: a molecular structure, C23H27BClI2N10O2W in a non-equilibrium geometry, with ωB97M-V/def2-TZVPD.

```
67
Properties=species:S:1:pos:R:3:lowdin_charge:R:1
W -0.16844 -0.33334 0.87705 1.368
C -0.85306 -3.13504 -3.94505 -0.003
C -0.79243 -3.18119 -2.47914 -0.322
C -1.34950 -4.35596 -1.57199 0.016
C -1.29352 -4.43293 0.00609 -0.053
N -0.54934 -3.44845 0.41633 -0.318
N -0.15115 -2.32639 -1.70720 -0.364
B 1.97651 -2.44448 0.02634 -0.503
N 2.63979 -1.20776 -0.36723 0.001
C 3.88527 -0.89145 -0.82723 -0.013
C 3.98410 0.45973 -0.91375 0.045
C 2.73988 0.97246 -0.47327 -0.305
C 2.32153 2.39635 -0.37465 -0.001
N 1.93090 -0.01985 -0.16251 -0.038
N 1.35975 -0.91583 2.43393 -0.123
C 1.41010 -1.31087 3.72362 -0.107
C 1.27891 -0.21494 4.55459 0.005
C 1.08012 0.88115 3.70454 -0.329
C 0.83555 2.31508 4.01578 -0.004
N 1.15724 0.44172 2.44595 -0.107
N 2.59418 -3.51685 0.66666 0.004
C 3.97122 -3.69053 0.85310 -0.014
C 4.14566 -4.83242 1.53707 0.038
C 2.82116 -5.34614 1.77331 -0.305
C 2.45822 -6.59311 2.50494 -0.005
N 1.90757 -4.56758 1.26912 0.142
H -0.28018 -3.97817 -4.33678 0.115
H -0.44467 -2.20295 -4.32862 0.081
H -1.88363 -3.26193 -4.27788 0.110
H -1.91119 -5.12434 -2.08219 0.070
H -1.71569 -5.20803 0.62803 0.129
H 4.60436 -1.65119 -1.07963 0.135
H 4.83689 1.03030 -1.23881 0.132
H 3.09618 2.97849 0.12303 0.103
H 1.39233 2.49662 0.17864 0.052
H 2.18762 2.81620 -1.37327 0.098
H 1.57049 -2.34774 3.97494 0.119
H 1.31639 -0.20546 5.63149 0.119
H 0.18686 2.41881 4.88495 0.088
H 0.38813 2.81937 3.15965 0.075
H 1.77450 2.82001 4.24796 0.094
H 4.69338 -2.98435 0.49102 0.112
H 5.07883 -5.26556 1.85487 0.127
H 3.34676 -7.16934 2.75050 0.088
H 1.79835 -7.21121 1.89817 0.090
H 1.93827 -6.35580 3.43308 0.091
I -0.60643 0.60362 -2.27399 1.000
C -2.69218 0.32186 -1.85483 -0.984
I -3.07629 -1.23596 -0.42497 1.000
H -3.17611 0.04115 -2.78026 -0.028
H -3.06598 1.24137 -1.42397 -0.023
O -0.59266 1.60838 0.82443 -0.405
N -1.72479 0.97417 1.39281 -0.128
N -1.60077 0.19616 2.73576 -0.161
O -1.29441 -1.08231 2.43773 -0.264
C -2.49094 0.46154 3.74639 -0.213
C -2.97539 1.77460 3.87297 0.009
C -3.85739 2.05765 4.89185 -0.041
C -4.24770 1.05418 5.77732 -0.026
C -3.75748 -0.24547 5.64393 -0.040
C -2.87361 -0.55626 4.63516 0.020
H -2.66551 2.53339 3.16778 0.120
H -4.24917 3.05927 5.00074 0.121
H -4.94047 1.28481 6.57522 0.122
H -4.07466 -1.01453 6.33445 0.121
H -2.48143 -1.55498 4.51280 0.121
Cl 0.16913 -2.32219 -0.24326 0.942
```

The orbital gap (alpha / beta) comes out at 5.73 / 6.20 eV. As for the relative energy (zero: lowest compared OMol25 entry of this formula, charge and spin): 365.9 kcal per mole. The value obtained for the LUMO energy (alpha / beta) is -0.2479 / -0.2688 Ha. As for the charge: +2. Its spin multiplicity is 4.


[4]
Computed, not measured: a molecular structure, C28H25Br2CoN6O5S2, with ωB97M-V/def2-TZVPD.

```
69
Properties=species:S:1:pos:R:3:lowdin_charge:R:1
Co 0.06140 -1.03148 0.42235 0.526
S -1.39182 -3.49475 2.24635 0.496
C -1.03049 -3.72189 0.61930 -1.169
N -0.30496 -2.94631 -0.17757 -0.068
C -0.22323 -3.42705 -1.48103 -0.298
C 0.53552 -2.86117 -2.50732 -0.016
C 0.51449 -3.45561 -3.75766 -0.093
C -0.23789 -4.60558 -3.99972 -0.118
C -0.96779 -5.19214 -2.97930 -0.113
C -0.94979 -4.60302 -1.72193 -0.491
S -1.70537 -5.11211 -0.24265 0.972
H 1.15648 -1.99974 -2.29462 0.086
H 1.10891 -3.02763 -4.55600 0.098
H -0.23824 -5.05425 -4.98566 0.091
H -1.53628 -6.09709 -3.15724 0.098
Br -1.02393 2.51302 3.96604 0.760
C 0.21612 1.08298 3.94111 -0.594
C 1.07845 0.91856 5.03920 -0.179
C 2.01848 -0.07111 5.05619 -0.633
Br 3.15767 -0.23944 6.56694 0.731
C 2.15783 -0.95150 3.95228 -0.184
C 3.11582 -1.98145 3.82318 -0.024
C 3.15515 -2.73681 2.68459 -0.025
C 2.23058 -2.48663 1.65517 -0.079
N 1.33045 -1.54446 1.76472 0.037
C 1.27535 -0.77031 2.87775 -0.117
C 0.25665 0.25276 2.83345 -0.394
O -0.49238 0.34663 1.78121 -0.151
H 0.99147 1.59721 5.87667 0.090
H 3.81483 -2.15711 4.62948 0.079
H 3.88172 -3.52723 2.56088 0.106
H 2.21180 -3.06466 0.74078 0.125
O 3.31566 0.01627 -2.23257 0.012
C 2.42928 0.27575 -1.41673 -0.601
O 1.64957 -0.56479 -0.86723 -0.097
C 2.22533 1.75759 -1.07491 -0.111
C 1.38699 2.17286 -0.04713 -0.002
C 1.19955 3.52187 0.21884 0.020
C 1.86520 4.44178 -0.57111 -0.153
C 2.71338 4.06394 -1.60086 0.000
C 2.89037 2.71260 -1.84041 -0.008
N 1.66334 5.87916 -0.31392 -0.360
O 2.26789 6.67502 -1.00720 0.055
O 0.89696 6.20049 0.57064 0.066
H 0.84882 1.44628 0.54278 0.084
H 0.54833 3.85110 1.01549 0.111
H 3.21378 4.81794 -2.18887 0.112
H 3.54595 2.36191 -2.62598 0.115
C -3.19623 -0.87261 0.86818 -0.070
N -3.07864 0.38685 0.14657 -0.153
C -3.52115 1.55544 0.88887 -0.055
C -2.15014 0.50757 -0.83954 -0.402
N -1.15120 -0.31222 -0.92759 0.128
N -2.34742 1.53965 -1.73602 -0.153
C -1.28807 1.87177 -2.66685 -0.049
C -3.68203 1.82241 -2.23173 -0.061
H -4.20801 -0.93319 1.27428 0.091
H -2.48103 -0.95398 1.68636 0.033
H -3.04335 -1.70536 0.18364 0.080
H -3.05867 1.55436 1.87946 0.052
H -4.60893 1.54923 1.00275 0.085
H -3.22271 2.46596 0.37565 0.088
H -0.66248 -0.26880 -1.81202 0.071
H -1.28525 1.21353 -3.54636 0.097
H -0.31964 1.81328 -2.17513 0.075
H -1.43113 2.89675 -3.01155 0.091
H -4.42794 1.40611 -1.56141 0.080
H -3.82488 1.38199 -3.22624 0.089
H -3.83848 2.90082 -2.30910 0.088
```

The orbital gap (alpha / beta) comes out at 6.55 / 6.54 eV. As for the relative energy (zero: lowest compared OMol25 entry of this formula, charge and spin): 0.1 kcal per mole. The value obtained for the LUMO energy (alpha / beta) is 0.0648 / 0.0648 Ha. As for the charge: -1. Its spin multiplicity is 2.